{"formula": "C2H9NS", "method": "wB97M-V/def2-TZVPD", "elements": ["S", "H", "C", "N", "C", "H", "H", "H", "H", "H", "H", "H", "H"], "xyz": [[-0.88370, -0.22777, -2.05437], [0.45096, -0.35822, -2.05299], [1.79976, 0.36572, 1.23463], [0.39355, 0.57460, 1.44680], [-0.47224, -0.49273, 1.84004], [2.25727, 0.21520, 2.22297], [2.21365, 1.24236, 0.74146], [1.97781, -0.54050, 0.65369], [0.23597, 1.52744, 1.78850], [-0.87672, 0.42211, -3.22589], [-0.20731, -0.82099, 2.85085], [-1.50057, -0.15036, 1.79971], [-0.39376, -1.31420, 1.12601]], "orbital_gap_ev": [9.89, 5.22], "energy_ev": -14536.40791, "s2": 0.754, "lumo_ev": [-3.38, -7.98], "spin_multiplicity": 2, "fmax_ev_per_a": 1.52, "total_charge": 1}